C54H58F2O6 | the ωB97M-V functional and the def2-TZVPD basis

Computed properties:
Structure (SMILES): COC(=O)OC.COC(=O)OC.Fc1ccccc1.Fc1ccccc1.c1ccccc1.c1ccccc1.c1ccccc1.c1ccccc1.c1ccccc1.c1ccccc1
2S+1: 1
Max |F|: 6.0 eV/A
Electronic energy: -2743.45862 Ha

Atoms and positions in Å:
C  6.28114  3.37510  -5.53847
O  5.69786  4.20829  -6.47746
C  4.43497  4.37285  -6.46847
O  3.62046  3.81341  -5.69704
O  4.08681  5.32276  -7.34949
C  2.76107  5.89255  -7.44249
H  5.79992  2.39709  -5.53336
H  6.23381  3.78645  -4.53019
H  7.34297  3.15039  -5.63915
H  1.97374  5.15831  -7.61315
H  2.64325  6.60270  -8.26096
H  2.56965  6.42124  -6.50872
C  1.73080  0.14718  -1.08265
O  0.58325  0.78452  -0.56695
C  -0.25913  0.11611  0.28468
O  -0.04041  -0.93042  0.83768
O  -1.37421  0.74063  0.34102
C  -2.27851  0.53535  1.43259
H  1.39941  -0.76049  -1.58704
H  2.14759  -0.33443  -0.19809
H  2.42944  0.76154  -1.65059
H  -3.03434  -0.17153  1.09033
H  -2.72455  1.50962  1.63245
H  -1.78022  0.22022  2.34937
F  -0.99382  -6.85009  3.44725
C  0.23507  -7.31274  3.34620
C  0.52214  -8.64982  3.11621
C  1.79971  -9.12636  3.04341
C  2.87246  -8.26405  3.09706
C  2.68506  -6.92686  3.40236
C  1.33604  -6.45990  3.55161
H  -0.30544  -9.30067  2.87560
H  1.84919  -10.17190  2.77739
H  3.88201  -8.63429  2.99639
H  3.44330  -6.18493  3.60494
H  1.05637  -5.41946  3.62697
F  -4.33045  2.10825  6.91484
C  -5.02002  2.15354  8.06090
C  -4.82537  3.15196  9.07671
C  -5.53118  3.07345  10.26516
C  -6.56775  2.17426  10.39790
C  -6.89399  1.25244  9.40577
C  -6.11800  1.24271  8.24490
H  -4.22572  4.02969  8.88593
H  -5.60927  3.90033  10.95550
H  -7.17784  2.20998  11.28836
H  -7.67165  0.50581  9.47054
H  -6.22970  0.45855  7.51072
C  -4.47552  7.50792  -5.09529
C  -4.73653  6.14379  -4.93784
C  -3.92064  5.30308  -4.21396
C  -2.74844  5.85261  -3.57287
C  -2.60373  7.25128  -3.60910
C  -3.43443  8.02286  -4.33480
H  -5.04798  8.27757  -5.59159
H  -5.58244  5.73077  -5.46723
H  -4.08089  4.23570  -4.17625
H  -2.01593  5.19581  -3.12739
H  -1.70110  7.69626  -3.21709
H  -3.19452  9.07260  -4.25170
C  3.84969  -0.81311  5.06694
C  5.00782  -1.24668  5.71991
C  5.13744  -1.13364  7.14276
C  4.00803  -0.72859  7.86521
C  2.84326  -0.32116  7.16512
C  2.71682  -0.43296  5.79547
H  3.68754  -0.72586  4.00276
H  5.86572  -1.52081  5.12387
H  6.14374  -1.22551  7.52398
H  3.86829  -0.79761  8.93390
H  1.95219  -0.05221  7.71290
H  1.81971  -0.17048  5.25445
C  5.37350  -7.65388  -3.19192
C  6.38051  -7.42105  -4.03306
C  6.84825  -6.08905  -4.22703
C  6.31849  -5.05999  -3.50076
C  5.31513  -5.35916  -2.64105
C  4.80005  -6.67175  -2.51002
H  5.02624  -8.67466  -3.13018
H  6.72636  -8.17457  -4.72516
H  7.69312  -6.02987  -4.89717
H  6.83505  -4.11930  -3.62189
H  4.87000  -4.62613  -1.98461
H  3.98724  -7.01135  -1.88519
C  -1.68086  -4.80001  -3.04616
C  -2.12188  -6.12350  -3.15694
C  -2.91632  -6.52976  -4.22796
C  -3.42609  -5.56879  -5.08525
C  -2.98100  -4.19619  -4.89860
C  -2.12248  -3.82616  -3.94267
H  -0.99729  -4.51641  -2.25958
H  -2.00068  -6.84888  -2.36603
H  -3.25932  -7.49879  -4.55922
H  -4.10653  -5.66536  -5.91836
H  -3.34713  -3.47245  -5.61172
H  -1.65675  -2.85478  -3.86583
C  5.66264  5.82924  0.16947
C  5.94714  7.10616  -0.40682
C  4.90860  7.74361  -1.22177
C  3.68971  7.11631  -1.44515
C  3.40820  5.95218  -0.71503
C  4.37790  5.25199  -0.04299
H  6.46828  5.30847  0.66560
H  6.95638  7.48853  -0.36646
H  5.06500  8.66452  -1.76387
H  3.01986  7.60407  -2.13782
H  2.41607  5.56236  -0.88858
H  4.12848  4.32686  0.45532
C  -7.49932  -1.24368  -0.54037
C  -8.25740  -1.10275  0.58935
C  -8.92573  0.12954  0.76272
C  -8.84653  1.17942  -0.16704
C  -8.00774  0.96995  -1.28314
C  -7.25964  -0.19758  -1.39392
H  -6.83966  -2.08857  -0.67231
H  -8.28856  -1.80861  1.40617
H  -9.60985  0.20737  1.59478
H  -9.46211  2.05635  -0.03123
H  -7.85895  1.77537  -1.98711
H  -6.53391  -0.24018  -2.19261

---

C54H61BBr2F13N4O40 | the ωB97M-V functional and the def2-TZVPD basis

Computed properties:
2S+1: 1
Max |F|: 10.1 eV/A
Electronic energy: -11793.37501 Ha
Net charge: +1

Atoms and positions in Å:
C  -3.84815  6.19395  4.26458
C  -2.79143  5.82641  3.02073
C  -3.71097  5.17775  1.83413
C  -3.04851  5.17538  0.33882
C  -2.16659  6.55372  -0.00780
C  -2.18559  3.79535  -0.01727
Br  -0.62475  3.62036  1.28588
C  -1.66588  3.57706  -1.56051
C  -0.47071  4.52623  -2.16997
O  0.39445  5.26346  -1.46953
N  -0.37654  4.61178  -3.68878
C  1.03943  4.44751  -4.19052
O  1.27535  4.78496  -5.48598
F  2.19558  3.91303  -3.43621
N  -1.29360  2.09502  -1.65450
Br  0.53487  1.67232  -1.63791
C  -2.00915  1.41372  -0.49094
N  -1.81765  0.07163  -0.24277
C  -2.48793  -0.62819  0.94195
O  -2.16477  -2.08480  1.00976
C  -0.75229  -2.30048  1.35862
C  0.30128  -3.21850  0.44040
C  1.88891  -3.47383  0.89822
C  2.36597  -2.73163  2.29060
C  1.38156  -1.80993  3.23969
C  -0.17321  -1.62453  2.74888
N  -2.88076  2.44448  0.24235
B  -4.22161  2.22980  -0.43195
C  -5.67649  2.79599  0.13582
O  -4.29910  1.42250  -1.69437
H  -4.97954  6.03293  3.93530
H  -3.75770  7.36389  4.47643
H  -3.57171  5.66071  5.26891
H  -2.26488  6.83745  2.75948
H  -2.04331  5.03163  3.50041
H  -4.74112  5.72809  1.78538
H  -3.94539  4.05579  2.16865
H  -3.96311  5.22216  -0.42753
H  -2.80443  7.47225  0.39990
H  -2.17632  6.63351  -1.17938
H  -1.09976  6.49132  0.46858
H  -2.47804  3.64778  -2.43295
H  -1.03739  3.94628  -4.15514
H  -1.20667  -0.55734  -0.84343
H  -2.35116  -0.06943  1.96102
H  -3.65611  -0.59052  0.70116
H  -0.04808  -3.73471  -0.57590
H  2.64397  -4.13999  0.27282
H  3.48819  -2.86030  2.67457
H  1.69907  -1.27552  4.23165
H  -0.95515  -0.99807  3.39668
H  -5.94462  3.79309  -0.41647
H  -5.57858  2.90680  1.29815
H  -6.48164  1.93257  -0.03775
H  -4.78676  0.54761  -1.50044
C  4.19327  -1.51276  -3.11511
C  4.81848  -0.36308  -3.82857
O  3.92142  0.69832  -3.59276
C  3.34599  0.41567  -2.39040
O  2.72520  1.22512  -1.72160
O  3.55595  -0.88466  -2.02091
F  4.86785  -0.59106  -5.16020
H  3.44403  -2.03149  -3.72252
H  4.93279  -2.24153  -2.77248
H  5.81357  -0.09309  -3.45920
C  -5.52943  11.50539  2.97250
C  -6.11385  10.23030  3.47680
O  -5.42809  9.24081  2.74363
C  -4.20847  9.78350  2.47038
O  -3.24195  9.14089  2.09518
O  -4.19776  11.13600  2.67558
F  -7.42900  10.14968  3.17424
H  -6.01846  11.86408  2.06058
H  -5.55778  12.30097  3.72191
H  -5.96678  10.06227  4.54901
C  3.98431  -7.13400  4.14186
C  4.60953  -5.98431  3.42840
O  3.71246  -4.92291  3.66421
C  3.13703  -5.20556  4.86657
O  2.51625  -4.39612  5.53537
O  3.34700  -6.50589  5.23606
F  4.65890  -6.21229  2.09677
H  3.23507  -7.65273  3.53445
H  4.72384  -7.86276  4.48449
H  5.60461  -5.71432  3.79777
C  0.55541  -6.95392  -2.40526
C  1.99439  -6.81603  -2.04188
O  1.99867  -6.98612  -0.64261
C  0.93888  -7.80177  -0.38138
O  0.77522  -8.39520  0.67167
O  0.08460  -7.88022  -1.44699
F  2.44527  -5.57249  -2.32109
H  0.00124  -6.01466  -2.30489
H  0.41754  -7.33580  -3.42042
H  2.64794  -7.56263  -2.50553
C  -4.47535  5.25535  9.90332
C  -3.23446  5.88095  9.36431
O  -3.60191  6.27186  8.06084
C  -4.94015  6.51918  8.12888
O  -5.56599  7.13618  7.28300
O  -5.49504  5.99784  9.26544
F  -2.23757  4.97253  9.27137
H  -4.57043  4.19911  9.63000
H  -4.54742  5.34419  10.99066
H  -2.89122  6.75509  9.92787
C  -0.48961  2.66134  12.84793
C  -0.18582  4.00275  12.27344
O  -1.24443  4.22121  11.36874
C  -2.30006  3.53144  11.88504
O  -3.45878  3.69520  11.54093
O  -1.90290  2.63822  12.84205
F  0.97206  3.97771  11.57605
H  -0.11067  1.84023  12.23021
H  -0.09984  2.54557  13.86285
H  -0.15935  4.81156  13.01144
C  -0.61997  -0.26480  8.66960
C  -1.69720  -0.45683  9.68174
O  -0.98813  -0.69010  10.87743
C  0.18583  -0.01401  10.73109
O  0.94189  0.25157  11.65071
O  0.40954  0.33751  9.42808
F  -2.43219  -1.55623  9.40109
H  -0.25754  -1.21017  8.25210
H  -0.93263  0.38474  7.84757
H  -2.35512  0.40977  9.80692
C  -2.33156  -10.00072  -4.08713
C  -2.01410  -10.46117  -5.46876
O  -1.08760  -9.50436  -5.93025
C  -0.44413  -9.06583  -4.81208
O  0.60478  -8.44336  -4.82579
O  -1.11386  -9.41549  -3.67160
F  -3.11007  -10.40821  -6.25850
H  -3.12388  -9.24502  -4.06400
H  -2.61472  -10.82613  -3.42840
H  -1.56715  -11.45986  -5.51745
C  -2.29412  -5.34458  -7.63136
C  -0.85515  -5.20669  -7.26798
O  -0.85086  -5.37678  -5.86872
C  -1.91066  -6.19243  -5.60749
O  -2.07432  -6.78586  -4.55444
O  -2.76493  -6.27088  -6.67310
F  -0.40426  -3.96315  -7.54720
H  -2.84829  -4.40532  -7.53100
H  -2.43199  -5.72646  -8.64652
H  -0.20159  -5.95329  -7.73164
C  6.22082  3.86572  -1.29987
C  6.86805  3.04258  -2.36064
O  7.91747  2.39324  -1.67950
C  7.48247  2.26885  -0.39421
O  7.98625  1.52377  0.42976
O  6.40680  3.07575  -0.14258
F  7.40534  3.82861  -3.32040
H  6.70923  4.83583  -1.15939
H  5.15788  4.03293  -1.49375
H  6.20748  2.29688  -2.81573
C  3.70484  -2.79610  -9.49164
C  2.60441  -2.18329  -8.69462
O  1.65966  -3.22342  -8.58303
C  2.39076  -4.37249  -8.62554
O  1.96829  -5.46541  -8.28655
O  3.65903  -4.14979  -9.08745
F  2.03331  -1.15971  -9.36825
H  3.53154  -2.73365  -10.57120
H  4.67840  -2.35244  -9.26640
H  2.90539  -1.85052  -7.69553
C  5.45530  -4.59639  -13.56933
C  6.08052  -3.44670  -14.28279
O  5.18345  -2.38531  -14.04698
C  4.60802  -2.66795  -12.84462
O  3.98723  -1.85851  -12.17582
O  4.81799  -3.96829  -12.47513
F  6.12988  -3.67469  -15.61442
H  4.70606  -5.11512  -14.17675
H  6.19483  -5.32516  -13.22670
H  7.07560  -3.17671  -13.91342